Entry 1:
C34H28Cl5N5O4S2Sc as an isolated structure. Source: OMol25; level of theory: ωB97M-V/def2-TZVPD.

Values from the calculation:
calculated total energy	-5745.5020	hartree
relative energy (zero: lowest compared OMol25 entry of this formula, charge and spin)	0.000	eV
E_LUMO	2.16	eV

The geometry in ORCA input format:
```
! RIJCOSX wB97M-V def2-TZVPD def2/J DEFGRID3
* xyz -1 1
Sc -0.281 -0.377 1.005
C 1.719 3.399 0.287
C 1.316 2.064 0.845
N 0.723 1.078 0.048
N 0.494 1.347 -1.289
C 0.119 0.337 -1.984
N -0.102 0.521 -3.353
S -0.104 -1.322 -1.391
C 1.465 1.719 2.154
C 2.221 2.482 3.121
C 2.393 2.042 4.383
C 1.803 0.784 4.785
C 1.099 0.087 3.862
N 0.882 0.475 2.574
H 1.225 3.552 -0.672
H 2.796 3.477 0.113
H 1.428 4.206 0.961
H -0.270 1.480 -3.614
H -0.718 -0.153 -3.783
H 2.677 3.410 2.799
H 2.977 2.619 5.090
H 1.919 0.399 5.787
H 0.638 -0.857 4.146
Cl 0.655 -2.714 1.844
C 1.538 -3.464 0.549
C 2.846 -3.067 0.298
C 3.521 -3.724 -0.731
Cl 5.179 -3.355 -1.029
C 2.892 -4.686 -1.518
Cl 3.745 -5.449 -2.803
C 1.566 -5.033 -1.266
Cl 0.769 -6.194 -2.251
C 0.886 -4.424 -0.215
Cl -0.758 -4.825 0.094
C 4.493 1.723 -0.722
C 3.787 0.750 -1.467
C 3.445 -0.439 -0.898
C 3.789 -0.726 0.448
C 3.488 -1.971 1.075
C 3.807 -2.177 2.388
C 4.432 -1.169 3.149
C 4.756 0.019 2.566
C 4.454 0.263 1.204
C 4.803 1.488 0.583
H 4.748 2.670 -1.181
H 3.476 0.966 -2.480
H 2.857 -1.151 -1.462
H 3.564 -3.124 2.854
H 4.637 -1.342 4.197
H 5.229 0.804 3.142
H 5.305 2.242 1.178
C -5.324 4.454 -1.278
C -5.040 3.038 -1.703
C -3.735 2.555 -1.723
C -3.469 1.244 -2.073
C -4.519 0.401 -2.404
C -5.829 0.858 -2.393
C -6.079 2.178 -2.047
S -4.168 -1.275 -2.850
O -3.270 -1.236 -3.969
O -5.434 -1.954 -2.934
N -3.335 -1.947 -1.639
C -3.953 -2.289 -0.364
C -4.075 -1.129 0.630
C -2.714 -0.637 1.026
O -2.015 -1.335 1.832
O -2.235 0.410 0.519
H -4.487 5.109 -1.512
H -5.488 4.505 -0.199
H -6.216 4.842 -1.768
H -2.913 3.199 -1.438
H -2.454 0.879 -2.061
H -6.629 0.179 -2.650
H -7.099 2.545 -2.039
H -2.348 -1.675 -1.620
H -3.337 -3.073 0.080
H -4.938 -2.706 -0.571
H -4.577 -1.498 1.526
H -4.647 -0.305 0.201
*
```

Results of the Mulliken charge analysis, in e, for atoms 1 through 5:
1 Sc 0.40
2 C -2.09
3 C 0.28
4 N 1.81
5 N -1.27



Entry 2:
C34H28N2O2Rh as an isolated structure. Source: OMol25; level of theory: ωB97M-V/def2-TZVPD.

Values from the calculation:
calculated total energy	-1682.6401	hartree
E_LUMO (spin up / spin down)	-2.37 / -5.14	eV

The geometry in ORCA input format:
```
! RIJCOSX wB97M-V def2-TZVPD def2/J DEFGRID3
* xyz 1 5
Rh 0.044 -1.052 -1.378
O 1.914 -1.087 -1.048
C 2.808 -0.106 -0.548
C 2.513 1.171 -1.376
C 1.247 1.880 -0.976
C 1.338 3.133 -0.390
C 0.183 3.788 -0.007
C -1.035 3.177 -0.231
C -1.083 1.922 -0.820
C -2.430 1.307 -1.120
C -2.729 -0.092 -0.533
O -1.824 -0.963 -1.191
C -2.542 -0.208 0.971
C -2.316 -1.465 1.527
C -2.255 -1.632 2.901
C -2.424 -0.540 3.745
C -2.641 0.716 3.201
C -2.700 0.879 1.823
C -4.142 -0.486 -0.960
C -4.367 -0.893 -2.273
C -5.647 -1.208 -2.702
C -6.719 -1.112 -1.825
C -6.502 -0.705 -0.519
C -5.219 -0.395 -0.087
N 0.053 1.293 -1.177
C 2.540 0.188 0.924
C 3.401 1.054 1.592
C 3.131 1.444 2.894
C 1.999 0.971 3.547
C 1.148 0.090 2.898
C 1.420 -0.300 1.594
C 4.210 -0.650 -0.773
C 4.674 -1.650 0.078
C 5.922 -2.217 -0.117
C 6.726 -1.787 -1.165
C 6.271 -0.794 -2.017
C 5.016 -0.231 -1.825
H 2.464 0.887 -2.429
H 3.339 1.870 -1.249
H 2.311 3.576 -0.235
H 0.231 4.764 0.457
H -1.959 3.670 0.038
H -2.537 1.199 -2.202
H -3.203 2.003 -0.798
H -2.224 -2.326 0.876
H -2.092 -2.618 3.317
H -2.389 -0.670 4.819
H -2.776 1.572 3.848
H -2.900 1.864 1.423
H -3.536 -0.973 -2.962
H -5.808 -1.528 -3.723
H -7.719 -1.357 -2.159
H -7.331 -0.631 0.172
H -5.065 -0.092 0.941
H 4.294 1.415 1.093
H 3.809 2.115 3.405
H 1.792 1.277 4.563
H 0.273 -0.299 3.399
H 0.772 -1.025 1.105
H 4.054 -1.980 0.903
H 6.272 -2.991 0.553
H 7.704 -2.223 -1.313
H 6.892 -0.453 -2.835
H 4.683 0.539 -2.508
N 0.223 -3.724 -3.724
C 0.181 -2.702 -3.196
H 0.267 -4.596 -4.216
*
```

Results of the Mulliken charge analysis, in e, for atoms 1 through 5:
1 Rh 0.58
2 O -0.76
3 C 3.28
4 C -1.71
5 C 0.61



Entry 3:
C34H29BrMoN9O2S3 as an isolated structure at a distorted geometry. Source: OMol25; level of theory: ωB97M-V/def2-TZVPD.

Values from the calculation:
calculated total energy	-5792.9804	hartree
relative energy (zero: lowest compared OMol25 entry of this formula, charge and spin)	0.678	eV
E_LUMO (spin up / spin down)	-2.40 / -3.12	eV

The geometry in ORCA input format:
```
! RIJCOSX wB97M-V def2-TZVPD def2/J DEFGRID3
* xyz 1 3
Mo -0.222 -0.092 -0.040
N -2.425 1.699 8.139
C -2.076 1.897 6.842
C -2.883 2.668 5.991
C -2.552 2.823 4.662
C -1.411 2.214 4.173
C -0.595 1.452 4.991
C -0.926 1.288 6.317
S -0.893 2.441 2.504
O -1.779 3.343 1.787
O 0.499 2.773 2.478
N -1.035 0.966 1.734
C -2.287 0.622 1.448
N -2.323 -0.151 0.331
C -3.516 -0.558 -0.090
C -4.670 -0.184 0.577
C -4.525 0.627 1.696
N -3.343 1.026 2.136
H -3.175 2.232 8.538
H -1.780 1.259 8.768
H -3.760 3.151 6.393
H -3.152 3.410 3.987
H 0.298 1.016 4.567
H -0.295 0.705 6.970
H -3.533 -1.166 -0.984
H -5.638 -0.498 0.235
H -5.368 0.996 2.263
N -0.282 -1.916 1.277
C -1.460 -2.720 1.158
C -2.265 -2.941 2.263
C -3.349 -3.797 2.174
C -3.614 -4.437 0.975
C -2.837 -4.179 -0.140
C -1.749 -3.306 -0.075
C -1.026 -2.943 -1.307
C -0.889 -3.920 -2.296
C -0.487 -3.595 -3.574
C -0.312 -2.258 -3.886
C -0.387 -1.303 -2.886
C -0.644 -1.603 -1.544
H -0.194 -1.618 2.251
H 0.513 -2.503 1.020
H -2.032 -2.442 3.194
H -3.974 -3.963 3.036
H -4.437 -5.132 0.912
H -3.100 -4.640 -1.082
H -1.092 -4.950 -2.046
H -0.360 -4.363 -4.321
H -0.106 -1.947 -4.899
H -0.256 -0.268 -3.185
N 2.670 -2.123 -0.498
C 2.578 -1.048 -1.325
N 1.583 -0.193 -1.268
C 1.750 0.834 -2.169
C 2.881 0.759 -2.922
S 3.786 -0.641 -2.502
C 0.684 1.802 -2.218
C 0.521 2.826 -3.099
S -0.950 3.655 -2.780
C -1.267 2.557 -1.458
N -0.336 1.633 -1.295
N -2.397 2.668 -0.729
H 2.521 -1.877 0.479
H 3.478 -2.711 -0.649
H 3.227 1.431 -3.679
H 1.157 3.117 -3.910
H -3.024 3.379 -1.086
H -2.258 2.803 0.294
Br 5.334 1.860 3.523
C 3.823 1.221 2.559
C 3.240 2.001 1.578
C 2.144 1.515 0.894
C 1.573 0.267 1.152
C 2.190 -0.480 2.160
C 3.305 -0.025 2.850
H 3.616 2.986 1.357
H 1.722 2.166 0.138
H 1.821 -1.451 2.480
H 3.764 -0.637 3.611
*
```

Results of the Mulliken charge analysis, in e, for atoms 1 through 5:
1 Mo -3.03
2 N -0.47
3 C 1.10
4 C -0.87
5 C -0.24



Entry 4:
A 3-piece molecular cluster, C34H29ClNO6 overall. Source: OMol25; level of theory: ωB97M-V/def2-TZVPD.

Values from the calculation:
calculated total energy	-2279.2223	hartree
E_LUMO	-3.53	eV

The geometry in ORCA input format:
```
! RIJCOSX wB97M-V def2-TZVPD def2/J DEFGRID3
* xyz 1 1
C -0.265 0.326 -1.064
N -0.197 1.194 -2.304
C 0.129 2.640 -1.982
C 1.559 3.035 -2.227
O 2.067 2.530 -3.431
C 2.109 1.123 -3.501
C 3.047 0.508 -2.484
O 2.575 0.802 -4.761
C 0.643 0.630 -3.448
Cl 0.513 -1.100 -3.404
H -0.670 0.931 -0.270
H 0.724 -0.026 -0.807
H -0.923 -0.506 -1.247
H -1.145 1.211 -2.672
H -0.549 3.255 -2.559
H -0.101 2.794 -0.937
H 1.578 4.114 -2.302
H 2.194 2.761 -1.387
H 2.559 -0.109 -1.743
H 3.750 -0.118 -3.016
H 3.612 1.284 -1.987
H 2.224 1.431 -5.402
H 0.172 0.936 -4.373
C 2.735 0.358 6.010
C 1.719 0.956 5.274
C 1.563 0.650 3.934
C 2.422 -0.256 3.325
C 3.457 -0.844 4.062
C 3.603 -0.536 5.407
C 4.441 -1.780 3.431
O 5.338 -2.276 4.071
C 4.272 -2.077 1.977
C 5.182 -2.898 1.322
C 5.014 -3.182 -0.024
C 3.921 -2.673 -0.722
C 3.016 -1.864 -0.062
C 3.199 -1.543 1.270
C 2.232 -0.583 1.890
O 1.360 -0.058 1.213
H 2.853 0.595 7.058
H 1.051 1.662 5.748
H 0.777 1.107 3.348
H 4.403 -1.000 5.966
H 6.016 -3.303 1.876
H 5.727 -3.819 -0.529
H 3.775 -2.925 -1.764
H 2.128 -1.485 -0.545
C -2.793 -1.927 2.562
C -1.911 -0.863 2.420
C -2.150 0.116 1.471
C -3.267 0.025 0.644
C -4.150 -1.051 0.789
C -3.912 -2.018 1.753
C -5.348 -1.196 -0.089
O -6.116 -2.120 0.042
C -5.561 -0.159 -1.143
C -6.647 -0.286 -1.998
C -6.872 0.666 -2.976
C -6.016 1.754 -3.102
C -4.929 1.883 -2.256
C -4.693 0.927 -1.276
C -3.504 1.077 -0.389
O -2.737 2.014 -0.535
H -2.606 -2.687 3.308
H -1.033 -0.798 3.049
H -1.470 0.948 1.361
H -4.608 -2.839 1.854
H -7.307 -1.134 -1.882
H -7.720 0.566 -3.639
H -6.203 2.504 -3.859
H -4.261 2.730 -2.335
*
```

Results of the Mulliken charge analysis, in e, for atoms 1 through 5:
1 C -1.53
2 N 0.15
3 C -0.26
4 C -0.81
5 O -0.51



Entry 5:
A 2-piece molecular cluster, C34H29N3O5 overall at a distorted geometry. Source: OMol25; level of theory: ωB97M-V/def2-TZVPD.

Values from the calculation:
calculated total energy	-1853.4445	hartree
relative energy (zero: lowest compared OMol25 entry of this formula, charge and spin)	4.167	eV
E_LUMO	-0.52	eV

The geometry in ORCA input format:
```
! RIJCOSX wB97M-V def2-TZVPD def2/J DEFGRID3
* xyz 0 1
C -5.976 -5.108 -2.732
O -5.670 -3.820 -2.258
C -4.342 -3.430 -2.419
C -3.961 -2.210 -1.842
C -2.675 -1.748 -1.939
C -1.692 -2.489 -2.604
C -0.308 -2.026 -2.646
C 0.777 -2.746 -2.282
C 2.106 -2.142 -2.391
O 2.197 -0.938 -2.557
O 3.198 -2.961 -2.297
C 2.951 -4.392 -2.336
C 2.825 -4.825 -3.797
C 4.161 -5.066 -1.677
O 1.785 -4.856 -1.607
C 0.683 -4.047 -1.606
O -0.351 -4.368 -1.048
C -2.075 -3.704 -3.189
C -3.364 -4.163 -3.107
H -7.018 -5.321 -2.494
H -5.845 -5.145 -3.813
H -5.342 -5.843 -2.234
H -4.711 -1.653 -1.307
H -2.396 -0.825 -1.461
H -0.131 -1.007 -2.951
H 1.976 -4.333 -4.261
H 3.720 -4.553 -4.351
H 2.680 -5.900 -3.868
H 4.223 -4.745 -0.638
H 4.056 -6.149 -1.696
H 5.082 -4.782 -2.183
H -1.332 -4.290 -3.699
H -3.627 -5.095 -3.577
C -5.200 2.933 0.154
C -4.291 1.958 -0.207
C -2.980 2.062 0.202
C -2.570 3.133 0.978
N -1.195 3.210 1.432
C -0.110 2.915 0.705
N 0.932 3.043 1.520
C 2.339 2.979 1.173
C 2.804 2.056 0.248
C 4.145 1.996 -0.064
C 5.038 2.853 0.546
C 4.584 3.790 1.450
C 3.243 3.859 1.749
C 0.379 3.424 2.797
C 1.126 3.652 4.034
C 0.678 4.600 4.950
C 1.390 4.860 6.098
C 2.555 4.166 6.361
C 2.987 3.187 5.489
C 2.274 2.925 4.342
N -0.917 3.545 2.712
C -3.490 4.104 1.339
C -4.802 4.004 0.929
H -6.230 2.841 -0.147
H -4.604 1.111 -0.796
H -2.255 1.315 -0.068
H 2.106 1.395 -0.236
H 4.495 1.293 -0.803
H 6.086 2.811 0.300
H 5.271 4.476 1.917
H 2.879 4.591 2.447
H -0.239 5.124 4.746
H 1.041 5.607 6.793
H 3.130 4.391 7.243
H 3.886 2.630 5.703
H 2.595 2.148 3.672
H -3.163 4.932 1.941
H -5.517 4.759 1.218
*
```

Results of the Mulliken charge analysis, in e, for atoms 1 through 5:
1 C -0.83
2 O -0.46
3 C 0.86
4 C -0.57
5 C -0.39



Entry 6:
C34H29N5O2PdS as an isolated structure. Source: OMol25; level of theory: ωB97M-V/def2-TZVPD.

Values from the calculation:
calculated total energy	-2263.2969	hartree
E_LUMO	4.48	eV

The geometry in ORCA input format:
```
! RIJCOSX wB97M-V def2-TZVPD def2/J DEFGRID3
* xyz -2 1
Pd 0.251 0.409 0.322
N 0.371 2.884 -1.398
C 1.671 3.222 -1.277
C 2.213 4.272 -2.010
C 3.572 4.599 -1.935
C 4.421 3.899 -1.126
C 3.913 2.835 -0.335
C 4.754 2.120 0.541
C 4.209 1.147 1.331
C 2.842 0.875 1.248
N 2.010 1.481 0.394
C 2.538 2.477 -0.389
H -0.268 3.521 -1.835
H 0.004 2.187 -0.728
H 1.562 4.833 -2.671
H 3.945 5.422 -2.536
H 5.475 4.142 -1.058
H 5.808 2.372 0.585
H 4.808 0.583 2.035
H 2.392 0.135 1.895
C -8.821 1.019 1.464
C -7.316 0.952 1.495
C -6.651 0.085 2.351
C -5.260 0.024 2.373
C -4.509 0.828 1.533
C -5.168 1.703 0.673
C -6.550 1.763 0.657
S -2.709 0.722 1.476
O -2.324 2.125 1.480
O -2.381 -0.022 2.691
N -2.364 0.072 0.132
C -2.068 -1.322 -0.073
C -3.286 -2.190 -0.126
C -3.326 -3.267 -0.945
C -2.259 -3.534 -1.838
C -1.327 -2.503 -1.987
N -1.240 -1.411 -1.262
H -9.259 0.311 2.169
H -9.209 0.783 0.470
H -9.183 2.017 1.725
H -7.224 -0.559 3.012
H -4.748 -0.650 3.047
H -4.575 2.328 0.018
H -7.047 2.448 -0.024
H -4.131 -1.932 0.502
H -4.209 -3.903 -0.935
H -2.279 -4.363 -2.536
H -0.605 -2.564 -2.804
N -0.967 -1.703 0.928
C -0.886 -2.784 1.582
C 0.465 -3.124 2.138
C 1.603 -2.599 1.515
C 2.866 -2.874 2.009
C 3.025 -3.681 3.133
C 1.904 -4.212 3.751
C 0.634 -3.941 3.254
C -1.996 -3.712 1.962
C -2.982 -3.251 2.832
C -3.999 -4.100 3.246
C -4.037 -5.415 2.800
C -3.043 -5.881 1.949
C -2.018 -5.038 1.545
H 1.452 -1.961 0.650
H 3.736 -2.456 1.514
H 4.015 -3.893 3.521
H 2.014 -4.839 4.629
H -0.238 -4.357 3.744
H -2.936 -2.212 3.138
H -4.774 -3.728 3.907
H -4.839 -6.075 3.112
H -3.074 -6.904 1.589
H -1.253 -5.390 0.864
*
```

Results of the Mulliken charge analysis, in e, for atoms 1 through 5:
1 Pd -0.19
2 N -0.06
3 C 0.38
4 C -0.79
5 C -0.41